(1)
Formula: C9H34N14O8
Source: OMol25
Level of theory: the ωB97M-V functional and the def2-TZVPD basis

The geometry in XYZ format:
```
65
Properties=species:S:1:pos:R:3:forces:R:3
C 1.9648 -18.1392 13.3398 -0.285 -1.445 -0.989
O 1.8497 -18.1802 12.1587 -0.616 0.668 -4.009
N 1.9796 -17.1190 14.1191 0.199 4.517 2.075
N 2.0390 -19.2224 14.0568 0.429 -3.455 2.014
H 1.9141 -16.1894 13.7297 0.330 -0.128 0.350
H 2.3916 -17.3269 15.0174 -0.281 1.336 -0.067
H 2.3722 -19.0238 14.9894 -0.121 -1.632 -0.062
H 2.0832 -20.1042 13.5663 0.341 0.103 0.561
C -3.6291 -16.3126 11.8653 0.633 0.993 3.227
O -3.5404 -16.8539 10.8236 0.248 -2.662 -3.093
N -4.0431 -15.1150 12.0625 -2.619 5.624 -1.373
N -3.2608 -16.7110 13.0802 1.601 -3.657 2.320
H -3.9840 -14.6909 12.9773 -0.184 0.240 -0.768
H -4.3192 -14.5788 11.2523 -0.004 0.237 0.356
H -2.8930 -17.6468 13.1760 -0.122 0.030 0.370
H -3.4183 -16.1770 13.9229 0.128 -0.249 -0.487
C -2.3418 -16.7781 7.5767 0.193 0.072 1.177
O -1.4621 -16.4589 8.3303 1.967 0.772 0.884
N -2.3736 -16.7048 6.2845 0.918 0.690 -4.943
N -3.4737 -17.2702 8.0037 -3.035 -1.722 2.389
H -1.6848 -16.1941 5.7507 -0.140 -0.268 0.191
H -3.1875 -17.0772 5.8166 0.522 0.413 -0.243
H -3.4991 -17.3965 9.0055 -0.570 -0.106 -0.175
H -4.1917 -17.6288 7.3906 0.187 0.108 0.501
C -1.9149 -19.7187 12.4774 -0.976 1.657 -1.982
O -2.8923 -19.5162 13.1915 -2.727 0.321 2.541
N -1.0085 -20.5706 12.6728 2.757 -4.089 2.172
N -1.7217 -19.0523 11.3580 -0.301 1.205 -1.210
H -1.1531 -21.3392 13.3119 0.016 0.099 0.058
H -0.2844 -20.5842 11.9689 0.621 -0.597 0.062
H -2.2307 -18.1921 11.2130 0.026 0.021 -0.753
H -0.9325 -19.3618 10.8089 -0.202 0.806 -0.173
C -5.4057 -19.7618 15.2987 0.830 -0.572 1.155
O -6.3913 -19.9749 16.0731 -1.546 -0.342 1.538
N -4.1856 -19.8634 15.6978 1.112 -0.456 2.566
N -5.5491 -19.5081 14.0784 -2.178 1.017 -4.492
H -3.4777 -19.7484 14.9866 1.224 -0.004 -0.254
H -4.0445 -20.2610 16.6155 0.507 0.097 -0.059
H -4.7106 -19.3562 13.5362 0.497 -0.004 -0.936
H -6.4538 -19.5527 13.6316 0.043 0.352 0.061
C 0.2334 -25.0377 14.1060 -6.009 0.649 3.192
O -0.5769 -25.8755 14.4143 -2.657 -1.968 0.564
N 1.3201 -25.3338 13.6215 8.535 -2.154 -3.694
N 0.0526 -23.7703 14.3660 0.120 3.755 0.095
H 1.6759 -26.2414 13.8855 0.220 0.138 -0.603
H 1.9277 -24.5794 13.3356 0.406 -0.695 0.046
H 0.8766 -23.1913 14.2889 -0.599 0.334 0.202
H -0.8429 -23.3906 14.6383 -0.050 -0.026 0.116
C -3.4429 -23.2314 14.1373 -1.451 -1.075 0.172
O -2.5295 -22.6793 14.6914 2.011 1.437 0.784
N -3.5589 -24.5341 13.9340 0.801 -1.831 -0.301
N -4.5715 -22.6128 13.7894 -1.739 1.651 -0.565
H -4.4009 -24.9264 13.5375 0.498 -0.095 0.131
H -2.7432 -25.1089 14.0902 0.103 -0.389 0.077
H -4.5974 -21.6041 13.8337 0.010 -0.502 -0.436
H -5.2128 -23.1348 13.2094 -0.071 0.702 0.045
C -0.1044 -21.7993 9.0481 0.029 1.116 0.581
C 0.6764 -20.5106 9.3780 0.684 -0.507 -0.679
O 0.8680 -20.3466 10.7728 -0.588 -0.764 0.294
H -1.1562 -21.5813 9.2334 -0.156 -0.274 0.017
H 0.2045 -22.6115 9.7061 0.103 -0.068 -0.201
H -0.0013 -22.0609 7.9950 0.132 -0.041 0.137
H 0.1643 -19.6325 8.9845 -0.057 0.050 -0.271
H 1.6916 -20.5345 8.9820 -0.126 -0.092 -0.598
H 1.3314 -19.5238 10.9459 0.429 0.657 0.396
```
Forces are in eV/Å.

For the lowest unoccupied orbital energy (spin up / spin down), the calculation gives -0.0840 / -0.2978 Eh. The HOMO-LUMO gap (spin up / spin down) is 8.9 / 3.1 eV. Its expectation value of S² is 0.76. As for the net charge: +1. Its energy is -47121.7527 eV. As for the multiplicity: 2.

(2)
Formula: C9H35NO9
Source: OMol25
Level of theory: the ωB97M-V functional and the def2-TZVPD basis

The geometry in XYZ format:
```
54
Properties=species:S:1:pos:R:3:forces:R:3
O 2.7243 5.0221 0.7782 0.130 0.128 -0.211
H 2.7660 4.2826 0.1553 -0.103 -0.046 0.413
H 3.4551 4.8670 1.3869 -0.097 0.024 0.051
O -0.4713 3.1800 -0.7119 0.262 -0.256 -0.260
H -1.2377 3.6376 -1.0737 0.041 0.126 0.179
H 0.2242 3.3177 -1.3709 -0.286 0.246 -0.167
O 5.2460 0.7451 -0.1346 -0.195 0.045 -0.105
H 5.2429 1.6697 -0.4023 0.074 -0.034 0.050
H 4.6655 0.3032 -0.7649 0.135 -0.057 0.000
O 2.1728 0.6527 -3.4628 0.030 0.130 0.111
H 2.1783 1.6161 -3.3301 -0.137 -0.149 -0.012
H 1.4549 0.4913 -4.0830 0.036 -0.060 0.041
O -0.1275 5.9914 -0.0124 -0.108 0.085 -0.165
H 0.2258 5.2306 0.4613 0.071 0.073 0.005
H 0.6512 6.4507 -0.3422 0.040 -0.012 0.163
O 2.5750 2.6315 3.6332 -0.079 -0.013 -0.087
H 2.0463 2.7888 2.8423 0.077 0.027 0.012
H 2.5598 1.6759 3.7472 0.044 0.037 -0.004
O 2.1477 2.4563 -0.0892 0.064 -0.299 -0.352
H 2.4260 1.7193 -0.6491 -0.078 -0.129 0.229
H 1.1776 2.4024 -0.0788 0.065 0.017 0.212
O 2.2178 3.4248 -2.7752 0.315 0.027 -0.161
H 2.6664 3.4424 -1.9195 -0.171 -0.001 0.079
H 2.8820 3.7244 -3.4090 -0.169 0.139 -0.009
C -2.9801 -1.6637 -1.2881 0.140 -1.096 0.739
C -1.8162 -1.2963 -0.3176 -0.804 -0.477 -1.162
C -2.3580 -0.8478 1.0238 -0.814 0.608 0.843
C -2.8020 -1.9316 1.9620 -0.552 -1.601 -0.297
C -1.7120 -2.9725 2.1803 0.241 1.511 0.118
C -1.1800 -3.5208 0.8320 -0.005 -1.360 0.552
N -0.9032 -2.4473 -0.1145 -0.088 1.690 1.462
O -0.0311 -2.7085 -1.2007 -0.677 0.101 0.290
C 0.1314 -4.2575 1.1510 -0.397 -1.115 -0.606
C -2.2280 -4.5447 0.3467 -0.996 0.463 -0.590
C -1.0813 -0.0758 -0.8911 1.782 -1.276 -0.376
H -2.6606 -2.5424 -1.8529 0.227 0.583 -0.760
H -3.3213 -0.8160 -1.8762 0.004 -0.154 -0.214
H -3.8236 -2.1169 -0.7577 -0.166 0.551 0.256
H -1.6433 -0.1880 1.5254 0.179 -0.176 0.011
H -3.2679 -0.2474 0.9116 0.271 0.310 -0.616
H -3.6212 -2.5314 1.5394 -0.155 0.417 -0.394
H -3.2826 -1.5398 2.8603 0.580 0.144 0.244
H -2.1155 -3.7550 2.8211 0.334 -0.293 -0.164
H -0.8917 -2.4732 2.7074 0.145 -0.203 0.028
H 0.4943 -4.7291 0.2328 0.672 0.914 -0.163
H 0.8137 -3.6274 1.7155 0.340 0.016 -0.444
H 0.0120 -5.2015 1.6953 -0.696 0.442 0.661
H -2.6752 -5.1068 1.1677 0.578 -0.439 0.017
H -3.1132 -4.0358 -0.0476 0.169 0.248 -0.063
H -1.9173 -5.1781 -0.4853 0.351 -0.175 0.267
H -1.6932 0.8051 -1.0413 0.010 0.088 0.583
H -0.5580 -0.2494 -1.8401 -0.700 -0.334 -0.342
H -0.1879 0.0180 -0.2590 -0.395 0.954 0.478
H 0.5443 -1.9418 -1.0952 0.463 -0.388 -0.373
```
Forces are in eV/Å.

For the lowest unoccupied orbital energy, the calculation gives -0.0107 Eh. As for the SMILES: CC1(C)CCCC(C)(C)N1O.O.O.O.O.O.O.O.O. The HOMO-LUMO gap is 7.7 eV. As for the net charge: 0. Its energy is -29816.5977 eV. As for the multiplicity: 1.

(3)
Formula: C9H35NO9
Source: OMol25
Level of theory: the ωB97M-V functional and the def2-TZVPD basis

The geometry in XYZ format:
```
54
Properties=species:S:1:pos:R:3:forces:R:3
O -1.8545 2.8767 -0.8696 0.170 -0.140 -0.036
H -1.8605 3.2264 -1.7606 0.008 -0.071 -0.291
H -1.8800 3.6512 -0.3076 -0.219 0.209 0.434
O 0.9224 3.1081 1.8959 0.007 -0.067 0.197
H 0.8575 3.5634 1.0564 -0.087 0.025 -0.320
H 1.4442 3.6924 2.4460 0.320 0.250 0.006
O -3.0714 0.0059 4.8237 0.199 0.136 0.281
H -2.8228 -0.4494 4.0192 0.125 -0.051 -0.311
H -4.0285 0.0160 4.8077 -0.260 0.074 -0.048
O -1.4333 3.2833 4.0635 -0.609 0.669 0.235
H -0.5725 3.7010 4.0903 0.026 0.140 -0.181
H -1.3123 2.4543 4.5264 -0.047 -0.603 0.168
O -5.1565 2.1705 1.9045 -0.415 -0.279 0.260
H -5.5309 2.1737 1.0236 -0.066 -0.048 -0.176
H -4.3670 2.7069 1.8317 0.357 0.305 -0.149
O -1.5845 1.1625 1.6860 0.036 -0.567 -0.022
H -1.5432 1.7147 2.4668 0.110 0.214 0.285
H -1.7243 1.7764 0.9650 -0.090 0.085 -0.408
O -2.8108 3.9350 1.7990 -0.264 0.184 -0.922
H -2.6516 3.6271 2.6913 0.543 -0.164 0.712
H -2.8066 4.8895 1.8702 -0.162 0.245 0.065
O 0.2039 1.2114 3.8970 0.215 -0.450 0.852
H 0.7325 2.0090 3.9235 0.237 -0.130 -0.189
H 0.3218 0.8747 3.0088 -0.095 -0.022 -0.476
C -0.2064 -2.4104 -3.2869 -2.207 -0.714 -0.241
C 0.6829 -1.3237 -2.8280 1.879 0.778 -1.031
C 0.0940 -0.6612 -1.5871 0.716 1.820 -0.153
C 0.1306 -1.4607 -0.3433 0.280 -2.660 -0.444
C 1.5918 -1.9398 -0.0056 -1.428 1.187 -1.084
C 2.4501 -2.4704 -1.2316 -0.918 -1.120 0.500
N 1.9755 -1.9313 -2.5401 1.661 1.256 1.777
O 2.7673 -2.2797 -3.6647 -0.637 -0.028 0.676
C 3.9367 -2.2501 -0.8179 0.674 -0.049 0.115
C 2.1989 -4.0403 -1.2055 0.360 -0.100 -0.472
C 0.7737 -0.1647 -3.9269 0.215 -0.983 -0.297
H -0.0326 -2.9818 -4.1987 0.693 0.558 -0.191
H -1.1799 -1.9315 -3.3928 -0.524 -0.430 -0.156
H -0.2799 -3.1759 -2.5144 -0.153 0.093 0.111
H 0.6468 0.2388 -1.3176 0.463 0.368 -0.569
H -0.8578 -0.2540 -1.9284 -0.448 -0.353 0.514
H -0.3983 -2.3715 -0.6242 -0.542 -0.267 0.687
H -0.3213 -1.0110 0.5408 -0.076 0.121 -0.249
H 1.4515 -2.7418 0.7190 0.543 0.120 0.102
H 1.9704 -1.0328 0.4658 0.940 -0.261 0.048
H 4.3192 -1.2677 -0.5411 -0.882 0.670 -0.368
H 4.1160 -2.7763 0.1197 -0.377 -0.344 0.081
H 4.7425 -2.6179 -1.4531 -0.502 -0.377 -0.641
H 1.1583 -4.3562 -1.1322 -0.284 0.583 0.353
H 2.4948 -4.5724 -2.1096 0.488 0.454 -0.306
H 2.7450 -4.5315 -0.4002 -0.030 0.166 0.208
H 1.1298 -0.4594 -4.9141 0.021 -0.911 0.017
H 1.4637 0.6587 -3.7423 -0.306 0.156 0.910
H -0.2350 0.1777 -4.1577 -0.037 0.337 0.428
H 3.2008 -1.4413 -3.8401 0.377 -0.012 -0.293
```
Forces are in eV/Å.

For the lowest unoccupied orbital energy, the calculation gives -0.0082 Eh. As for the SMILES: CC1(C)CCCC(C)(C)N1O.O.O.O.O.O.O.O.O. The HOMO-LUMO gap is 7.4 eV. As for the net charge: 0. Its energy is -29815.9953 eV. As for the multiplicity: 1.